1.
This record from OMol25 describes a cluster of 2 separate species, C5H7N in total. The level of theory is ωB97M-V/def2-TZVPD.

## Properties
Gap between HOMO and LUMO in eV: 9.795
E in a.u.: -249.33735
HOMO level in eV: -8.795
LUMO in eV: 1.00
Structure (SMILES): CC=C=N.C#C
Energy relative to the best compared isomer or geometry (same formula, charge and spin) in kcal/mol: 85.27

The geometry in ORCA input format:
```
! RIJCOSX wB97M-V def2-TZVPD def2/J DEFGRID3
* xyz 0 1
C 2.273 0.525 -0.176
C 0.823 0.349 0.222
C 0.290 -0.818 -0.033
N -0.100 -1.930 -0.396
H 2.923 -0.032 0.508
H 2.448 0.142 -1.186
H 2.571 1.574 -0.149
H 0.277 1.103 0.779
H 0.152 -2.662 0.268
C -3.060 1.016 0.119
C -2.785 -0.147 -0.021
H -3.317 2.046 0.232
H -2.495 -1.166 -0.167
*
```

***

2.
This record from OMol25 describes the molecule C5H7N in a non-equilibrium geometry. The level of theory is ωB97M-V/def2-TZVPD.

## Properties
Gap between HOMO and LUMO in eV: 9.043
E in a.u.: -249.46544
HOMO level in eV: -7.990
LUMO in eV: 1.05
Structure (SMILES): Cc1ccc[nH]1
Energy relative to the best compared isomer or geometry (same formula, charge and spin) in kcal/mol: 4.90

The geometry in ORCA input format:
```
! RIJCOSX wB97M-V def2-TZVPD def2/J DEFGRID3
* xyz 0 1
C -0.087 1.761 -0.765
C -0.058 0.413 -0.132
C -0.938 -0.176 0.730
C -0.455 -1.469 1.023
C 0.727 -1.651 0.356
N 0.956 -0.489 -0.343
H 0.735 2.390 -0.409
H -0.027 1.706 -1.858
H -1.025 2.262 -0.510
H -1.851 0.242 1.130
H -1.184 -2.155 1.412
H 1.421 -2.481 0.297
H 1.748 -0.322 -0.939
*
```

***

3.
This record from OMol25 describes the molecule C5H7N. The level of theory is ωB97M-V/def2-TZVPD.

## Properties
Gap between HOMO and LUMO in eV: 8.629
E in a.u.: -249.27215
HOMO level in eV: -7.904
LUMO in eV: 0.72
Energy relative to the best compared isomer or geometry (same formula, charge and spin) in kcal/mol: 126.18

The geometry in ORCA input format:
```
! RIJCOSX wB97M-V def2-TZVPD def2/J DEFGRID3
* xyz 0 1
C 2.795 -0.517 0.439
C 1.785 0.133 0.357
C 0.544 0.900 0.212
N -0.616 0.045 0.018
C -0.843 -0.801 -1.003
C -1.891 0.156 0.483
H 3.686 -1.100 0.511
H 0.352 1.527 1.089
H 0.632 1.570 -0.657
H -1.165 -1.811 -0.796
H -0.517 -0.539 -2.015
H -2.114 0.004 1.541
H -2.669 0.524 -0.173
*
```

***

4.
This record from OMol25 describes the molecule C5H7N in a non-equilibrium geometry. The level of theory is ωB97M-V/def2-TZVPD.

## Properties
Gap between HOMO and LUMO in eV: 11.543
E in a.u.: -249.41648
HOMO level in eV: -10.612
LUMO in eV: 0.93
Structure (SMILES): N#CCC1CC1
Energy relative to the best compared isomer or geometry (same formula, charge and spin) in kcal/mol: 35.61

The geometry in ORCA input format:
```
! RIJCOSX wB97M-V def2-TZVPD def2/J DEFGRID3
* xyz 0 1
N -3.116 -0.022 0.476
C -2.148 0.374 -0.014
C -0.873 0.772 -0.610
C 0.117 -0.350 -0.355
C 0.632 -0.700 1.028
C 1.549 -0.053 -0.153
H -0.527 1.709 -0.159
H -1.029 0.976 -1.679
H -0.055 -1.228 -0.974
H 0.623 -1.770 1.320
H 0.521 -0.144 1.972
H 1.810 1.019 -0.154
H 2.299 -0.613 -0.722
*
```

***

5.
This record from OMol25 describes the molecule C5H7N in a non-equilibrium geometry. The level of theory is ωB97M-V/def2-TZVPD.

## Properties
Gap between HOMO and LUMO in eV: 10.492
E in a.u.: -249.34420
HOMO level in eV: -9.500
LUMO in eV: 0.99
Structure (SMILES): [H]/N=C1/CC12CC2
Energy relative to the best compared isomer or geometry (same formula, charge and spin) in kcal/mol: 80.97

The geometry in ORCA input format:
```
! RIJCOSX wB97M-V def2-TZVPD def2/J DEFGRID3
* xyz 0 1
H 1.024 1.375 1.742
N 1.933 1.229 1.306
C 1.371 0.522 0.427
C 1.266 -0.306 -0.747
C 0.024 0.045 0.065
C -1.126 -0.852 0.382
C -1.330 0.388 -0.462
H 1.605 -1.330 -0.656
H 1.351 0.186 -1.707
H -1.599 -0.884 1.363
H -1.121 -1.810 -0.135
H -1.460 0.247 -1.532
H -1.938 1.190 -0.046
*
```

***

6.
This record from OMol25 describes the molecule C5H7N. The level of theory is ωB97M-V/def2-TZVPD.

## Properties
Gap between HOMO and LUMO in eV: 8.242
E in a.u.: -249.32519
HOMO level in eV: -7.344
LUMO in eV: 0.90
Energy relative to the best compared isomer or geometry (same formula, charge and spin) in kcal/mol: 92.90

The geometry in ORCA input format:
```
! RIJCOSX wB97M-V def2-TZVPD def2/J DEFGRID3
* xyz 0 1
C 0.618 -1.134 0.244
C 1.133 -0.251 -0.872
C 0.296 0.744 -1.130
C -0.360 1.075 1.247
N -0.818 0.731 -0.227
C -0.571 -0.331 0.781
H 1.380 -1.292 1.013
H 0.306 -2.119 -0.132
H 2.115 -0.349 -1.318
H 0.415 1.606 -1.774
H -1.293 1.407 1.726
H -1.760 0.822 -0.597
H -1.460 -0.910 1.038
*
```